Entry 1:
The following is a DFT calculation (the ωB97M-V functional and the def2-TZVPD basis) of 2 unconnected molecules or ions with the total composition C5H11N at a distorted geometry.

The geometry in XYZ format:
```
17
Properties=species:S:1:pos:R:3:forces:R:3
C 0.32145 1.34036 1.97811 -0.6 1.7 -1.0
C 1.66484 0.71368 1.79591 0.0 -0.4 -0.3
C 2.79411 1.40092 1.73413 0.0 1.8 -0.1
H -0.53883 0.74003 2.25018 0.4 -0.4 0.7
H 0.42032 2.24621 2.57273 -0.2 -0.2 0.7
H -0.07885 1.81896 1.04934 0.7 -0.6 0.0
H 1.65394 -0.34975 1.64544 0.2 -0.4 -0.2
H 3.79880 1.19569 1.40678 0.0 -1.3 0.2
H 2.77451 2.48535 1.88631 -0.5 -0.1 0.1
C -0.63239 -1.12090 -2.23535 0.4 -0.4 -0.5
C -2.84997 -1.77717 -1.88200 -0.3 -0.5 0.9
N -2.02579 -1.18867 -2.61767 -0.5 0.1 -0.3
H -0.42353 -0.54884 -1.32744 -0.2 -0.1 0.0
H -0.10242 -0.65560 -3.06927 0.1 0.0 0.2
H -0.24488 -2.15020 -2.14340 0.0 0.4 0.2
H -3.89482 -1.92647 -2.14803 0.0 0.4 -0.5
H -2.63650 -2.22360 -0.89577 0.4 0.1 -0.1
```
Positions in Å, forces in eV/Å.

Calculated values
Charge ... 0
SMILES ... C=CC.C=NC
Energy above the lowest of the compared OMol25 structures with the same formula, charge and spin ... 2.345 eV
Highest occupied orbital energy ... -9.56 eV
LUMO level ... 0.94 eV

Löwdin population analysis, charges in e, atoms 1 to 5: atom 1 (C): -0.130, atom 2 (C): -0.245, atom 3 (C): -0.024, atom 4 (H): 0.062, atom 5 (H): 0.068

---

Entry 2:
The following is a DFT calculation (the ωB97M-V functional and the def2-TZVPD basis) of a single C4H7N3 molecule at a distorted geometry.

The geometry in XYZ format:
```
14
Properties=species:S:1:pos:R:3:forces:R:3
C -1.79256 0.34161 -0.39835 0.0 -0.1 0.1
C -0.99013 -0.51163 0.58742 0.0 -0.1 0.1
N 0.30475 0.09162 0.89893 0.2 0.0 -0.2
C 1.35102 -0.23093 0.06694 -0.1 -0.1 -0.1
N 1.39715 -1.32612 -0.58061 0.2 0.2 0.0
C 2.36650 0.82052 -0.06297 0.7 0.7 -0.2
N 3.12619 1.66970 -0.26827 -0.8 -0.9 0.3
H -1.12228 0.97410 -0.98347 -0.1 -0.1 -0.1
H -2.49757 0.98943 0.12624 0.0 0.0 -0.1
H -2.33703 -0.30769 -1.08247 -0.1 0.1 0.0
H -0.77483 -1.48623 0.15537 0.0 0.1 0.1
H -1.54974 -0.67916 1.51069 0.1 0.1 0.0
H 0.28070 1.06161 1.17336 0.0 0.0 0.1
H 2.23782 -1.40680 -1.14279 0.0 0.1 0.1
```
Positions in Å, forces in eV/Å.

Calculated values
Charge ... 0
SMILES ... [H]/N=C(\C#N)NCC
Energy above the lowest of the compared OMol25 structures with the same formula, charge and spin ... 0.598 eV
Highest occupied orbital energy ... -9.77 eV
LUMO level ... 0.69 eV

Löwdin population analysis, charges in e, atoms 1 to 5: atom 1 (C): -0.080, atom 2 (C): -0.244, atom 3 (N): 0.012, atom 4 (C): -0.466, atom 5 (N): 0.147

---

Entry 3:
The following is a DFT calculation (the ωB97M-V functional and the def2-TZVPD basis) of 2 unconnected molecules or ions with the total composition C4H3BrClNS at a distorted geometry.

The geometry in XYZ format:
```
11
Properties=species:S:1:pos:R:3:forces:R:3
C 1.50493 0.56206 1.60314 0.3 -0.2 0.4
C 1.81973 0.72860 0.47447 0.4 0.5 -1.9
C -0.45180 -0.59710 -0.38909 -1.0 -1.5 -1.0
C -1.18397 0.54859 -0.85505 -1.8 -1.6 2.6
N -0.25658 -1.74137 -0.18883 -0.5 4.6 -0.8
S 0.37439 -3.06088 0.19462 1.2 -3.5 0.9
Cl 2.14974 0.93619 -1.12238 0.1 0.1 0.1
Br -3.10022 0.43680 -0.03402 0.8 0.1 -0.1
H 1.51370 0.14361 2.54758 -0.4 -0.2 1.5
H -1.54393 0.63201 -1.82254 0.4 -0.1 -2.1
H -0.82600 1.41147 -0.40791 0.7 1.8 0.4
```
Positions in Å, forces in eV/Å.

Calculated values
Charge ... 0
SMILES ... [S-][N+]#CCBr.C#CCl
Energy above the lowest of the compared OMol25 structures with the same formula, charge and spin ... 3.889 eV
Highest occupied orbital energy (spin up / spin down) ... -8.52 / -8.52 eV
LUMO level (spin up / spin down) ... -0.68 / -0.68 eV

Löwdin population analysis, charges in e, atoms 1 to 5: atom 1 (C): 0.058, atom 2 (C): -0.717, atom 3 (C): -0.275, atom 4 (C): -0.432, atom 5 (N): -0.611

---

Entry 4:
The following is a DFT calculation (the ωB97M-V functional and the def2-TZVPD basis) of a single C4H6INS molecule at a distorted geometry.

The geometry in XYZ format:
```
13
Properties=species:S:1:pos:R:3:forces:R:3
C 0.29920 0.66470 0.45487 -1.4 -3.5 -1.5
C 0.43026 -0.65258 -0.12172 -0.6 5.7 1.0
C -1.17372 1.17538 0.41338 0.2 1.8 1.8
C 1.67968 -1.30065 -0.58848 -0.1 2.4 1.9
N -1.94935 0.12165 -0.10892 -2.9 -0.9 0.1
S -1.10292 -1.21889 -0.58428 0.0 -1.9 -1.0
I 1.79674 1.95898 0.94105 0.3 0.1 0.1
H -1.71848 1.55710 1.37037 1.5 -0.8 -0.8
H -1.27092 2.06329 -0.21869 0.5 0.2 -0.3
H 2.17753 -0.91180 -1.45653 -0.2 0.5 -0.5
H 1.43138 -2.27656 -0.72452 0.1 -3.1 -0.3
H 2.27694 -1.08586 0.29324 0.9 -0.8 -0.1
H -2.87634 -0.09477 0.33022 1.7 0.3 -0.4
```
Positions in Å, forces in eV/Å.

Calculated values
Charge ... 0
SMILES ... CC1=C(I)CNS1
Energy above the lowest of the compared OMol25 structures with the same formula, charge and spin ... 1.390 eV
Highest occupied orbital energy ... -7.07 eV
LUMO level ... 0.52 eV

Löwdin population analysis, charges in e, atoms 1 to 5: atom 1 (C): -0.789, atom 2 (C): -0.652, atom 3 (C): -0.372, atom 4 (C): -0.109, atom 5 (N): -0.420

---

Entry 5:
The following is a DFT calculation (the ωB97M-V functional and the def2-TZVPD basis) of a gas-phase ion, C6H13N2 (charge +1) at a distorted geometry.

The geometry in XYZ format:
```
21
Properties=species:S:1:pos:R:3:forces:R:3
C 1.48465 0.08697 0.85965 -1.0 -0.5 0.5
C -0.04465 -0.03667 1.08045 2.0 1.0 -1.5
C -1.15879 -0.63328 -0.90311 0.7 3.3 -0.8
C 2.02691 1.48167 0.81593 3.1 -0.8 0.3
C -2.39155 -1.00980 -1.57792 0.4 -7.0 1.4
C -0.48393 0.57359 -1.53525 1.4 -1.2 -2.9
N -0.79200 -0.97258 0.28726 -0.8 -1.2 1.6
N 0.86725 -0.41269 2.17565 -0.4 1.6 -0.9
H 2.26915 -0.65932 0.56010 -1.5 0.2 -0.3
H 3.20013 1.34413 0.84796 -2.2 0.8 -0.5
H 1.81989 1.98315 1.73855 -0.5 0.7 0.3
H 1.68521 2.05613 -0.06212 0.2 -0.4 0.5
H -2.92539 -0.29992 -2.08378 -0.9 2.0 -1.2
H -3.04311 -1.50629 -0.78502 0.4 0.6 -1.1
H -2.14520 -1.93864 -2.30631 -0.6 2.2 1.2
H -0.43943 1.47854 -0.99473 -0.1 0.7 1.6
H -1.01164 0.89879 -2.48896 0.6 -0.9 1.1
H 0.63008 0.37202 -1.82995 -1.9 0.1 0.6
H -1.34748 -1.70191 0.80232 0.5 0.9 -0.8
H 0.92671 -1.33928 2.45236 0.8 -2.3 0.5
H 0.87319 0.23540 2.94692 -0.3 0.1 0.3
```
Positions in Å, forces in eV/Å.

Calculated values
Charge ... +1
Energy above the lowest of the compared OMol25 structures with the same formula, charge and spin ... 4.455 eV
Highest occupied orbital energy ... -12.02 eV
LUMO level ... -3.61 eV

Löwdin population analysis, charges in e, atoms 1 to 5: atom 1 (C): -0.244, atom 2 (C): -0.159, atom 3 (C): -0.315, atom 4 (C): -0.061, atom 5 (C): -0.014

---

Entry 6:
The following is a DFT calculation (the ωB97M-V functional and the def2-TZVPD basis) of a gas-phase ion, C6H7F6N4 (charge +1) at a distorted geometry.

The geometry in XYZ format:
```
23
Properties=species:S:1:pos:R:3:forces:R:3
F -2.38003 4.51164 -1.36796 -0.3 -4.9 0.5
C -2.44872 3.13505 -1.24271 0.0 -3.0 0.0
N -3.01432 2.15182 -2.12361 0.9 2.2 1.3
N -2.85171 0.89503 -1.65495 1.8 4.6 2.7
N -2.18310 1.06868 -0.49003 -0.4 -1.2 0.7
C -1.73070 -0.07814 0.39559 0.7 -1.3 -0.7
C -0.34147 -0.60759 -0.28375 -0.1 0.1 1.0
C 0.71514 -1.15135 0.80975 0.0 0.2 -0.6
C 2.18643 -0.86036 0.20703 -0.2 -0.4 0.7
F 2.59057 0.43251 0.66664 -0.7 -2.5 -1.5
F 2.20092 -0.94282 -1.22825 -0.1 0.8 3.2
C 3.26748 -1.97542 0.68921 0.4 -0.2 -1.5
F 4.53990 -1.45152 0.40542 -2.8 -1.6 1.3
F 3.09605 -2.37007 2.02460 0.7 1.1 -3.2
F 3.05120 -3.09746 -0.16901 0.7 2.4 2.5
N -1.90089 2.33740 -0.16066 -1.7 2.3 -3.4
H -2.56523 -0.85308 0.34271 1.1 1.1 0.1
H -1.58309 0.23921 1.48177 -0.3 0.0 -1.7
H -0.54749 -1.46636 -1.00191 0.2 1.5 0.7
H 0.10498 0.32045 -0.79548 -0.5 -1.7 0.5
H 0.57973 -0.60518 1.81767 0.6 -0.8 -1.6
H 0.59317 -2.28072 0.99950 0.2 1.8 -0.4
H -1.37882 2.64827 0.67843 -0.4 -0.5 -0.6
```
Positions in Å, forces in eV/Å.

Calculated values
Charge ... +1
SMILES ... Fc1nnn(CCCC(F)(F)C(F)(F)F)[nH+]1
Highest occupied orbital energy ... -15.52 eV
LUMO level ... -5.58 eV

Löwdin population analysis, charges in e, atoms 1 to 5: atom 1 (F): 0.148, atom 2 (C): -0.102, atom 3 (N): 0.124, atom 4 (N): 0.176, atom 5 (N): -0.156

---

Look up the charge of the fourth one. 0

---

Which formula does entry 5 have? C6H13N2